No. 1
The following is a DFT calculation (the ωB97M-V functional and the def2-TZVPD basis) of an isolated molecule of C14H26N4O2.

Each line ends with the Mulliken charge.
Positions of all 46 atoms, in Å:
C1 2.046 -1.912 -0.605  -1.493
H1 1.822 -2.496 -1.495  0.444
H2 1.145 -1.836 -0.002  0.150
H3 2.812 -2.433 -0.033  0.349
C2 2.522 -0.514 -1.000  1.356
C3 2.925 0.235 0.241  -0.275
N1 2.530 1.345 0.695  -1.005
N2 1.594 2.087 0.066  0.379
C4 1.201 3.290 0.578  0.165
O1 1.623 3.758 1.609  -0.619
C5 0.174 4.000 -0.294  -0.167
C6 -1.074 4.323 0.529  -1.074
C7 -1.850 3.071 0.937  -0.496
C8 -2.430 2.304 -0.272  -0.954
C9 -1.664 1.021 -0.537  0.381
O2 -0.731 0.932 -1.304  -0.650
N3 -2.132 -0.021 0.209  0.069
N4 -1.693 -1.290 0.075  -0.262
C10 -2.201 -2.185 0.806  -0.457
C11 -1.799 -3.622 0.708  0.534
C12 -1.277 -3.970 -0.682  -1.198
H4 -0.436 -3.334 -0.934  0.090
H5 -0.962 -5.010 -0.714  0.441
H6 -2.055 -3.817 -1.426  0.341
C13 -0.749 -3.921 1.785  -1.245
H7 -0.491 -4.976 1.769  0.370
H8 -1.127 -3.672 2.774  0.386
H9 0.151 -3.340 1.601  0.226
H10 -2.688 -4.228 0.923  0.315
H11 -2.958 -1.940 1.566  0.360
H12 -2.877 0.161 0.886  0.330
H13 -2.371 2.925 -1.166  0.501
H14 -3.481 2.065 -0.099  0.365
H15 -1.189 2.419 1.512  0.441
H16 -2.666 3.373 1.596  0.334
H17 -1.729 4.986 -0.041  0.404
H18 -0.758 4.848 1.432  0.419
H19 -0.078 3.400 -1.167  0.287
H20 0.627 4.935 -0.631  0.325
H21 1.114 1.717 -0.755  0.332
H22 3.685 -0.241 0.848  0.428
C14 3.725 -0.591 -1.943  -1.817
H23 4.061 0.406 -2.218  0.419
H24 4.551 -1.110 -1.460  0.361
H25 3.460 -1.130 -2.850  0.405
H26 1.698 -0.011 -1.516  0.006

The calculation puts the HOMO-LUMO gap at 9.34 eV. As for the spin multiplicity: 1. The energy relative to the best compared isomer or geometry (same formula, charge and spin) is 62.7 kcal per mole. The value obtained for the lowest unoccupied orbital energy is 0.59 eV. The charge is 0. The SMILES is CC(C)/C=N\NC(=O)CCCCC(=O)N/N=C/C(C)C. The electronic energy comes out at -918.53113 a.u.

=====

No. 2
The following is a DFT calculation (the ωB97M-V functional and the def2-TZVPD basis) of a cluster of 2 separate species, C12H16FN in total.

Each line ends with the Mulliken charge.
Positions of all 30 atoms, in Å:
C1 1.404 -1.222 4.196  -0.358
C2 2.053 -0.233 3.515  -0.385
C3 0.151 -1.607 3.718  -0.249
C4 1.542 0.321 2.355  -0.475
C5 -0.457 -0.926 2.718  -0.604
C6 0.311 -0.087 1.904  0.472
C7 -0.198 0.156 0.612  0.412
C8 1.758 -1.348 -1.357  -0.637
C9 -2.842 0.874 -1.557  -1.454
C10 -0.557 1.985 -2.233  -1.817
C11 0.738 -1.920 -0.421  -0.288
C12 -1.219 0.786 -1.551  0.788
N1 -0.788 0.798 -0.195  -0.270
F1 1.210 -2.597 0.710  -0.313
H1 1.679 -1.686 5.227  0.268
H2 3.014 0.125 3.983  0.298
H3 -0.524 -2.354 4.275  0.252
H4 2.212 0.845 1.608  0.279
H5 -1.406 -1.223 2.239  0.311
H6 2.417 -2.145 -1.761  0.339
H7 1.064 -0.941 -2.164  0.149
H8 2.333 -0.718 -0.766  0.211
H9 -3.143 1.365 -2.468  0.396
H10 -3.238 -0.201 -1.443  0.295
H11 -3.101 1.347 -0.681  0.425
H12 0.510 1.974 -2.391  0.364
H13 -0.736 2.900 -1.752  0.466
H14 -0.912 2.241 -3.159  0.549
H15 -0.003 -2.435 -0.943  0.418
H16 -1.015 -0.095 -2.148  0.157

The calculation puts the HOMO-LUMO gap (alpha / beta) at 7.43 / 6.98 eV. As for the spin multiplicity: 1. The energy relative to the best compared isomer or geometry (same formula, charge and spin) is 115.5 kcal per mole. The value obtained for the lowest unoccupied orbital energy (alpha / beta) is 0.39 / 0.61 eV. The charge is 0. The electronic energy comes out at -621.27956 a.u.

=====

Please write out number 1 again, unchanged.
The following is a DFT calculation (the ωB97M-V functional and the def2-TZVPD basis) of an isolated molecule of C14H26N4O2.

Each line ends with the Mulliken charge.
Positions of all 46 atoms, in Å:
C1 2.046 -1.912 -0.605  -1.493
H1 1.822 -2.496 -1.495  0.444
H2 1.145 -1.836 -0.002  0.150
H3 2.812 -2.433 -0.033  0.349
C2 2.522 -0.514 -1.000  1.356
C3 2.925 0.235 0.241  -0.275
N1 2.530 1.345 0.695  -1.005
N2 1.594 2.087 0.066  0.379
C4 1.201 3.290 0.578  0.165
O1 1.623 3.758 1.609  -0.619
C5 0.174 4.000 -0.294  -0.167
C6 -1.074 4.323 0.529  -1.074
C7 -1.850 3.071 0.937  -0.496
C8 -2.430 2.304 -0.272  -0.954
C9 -1.664 1.021 -0.537  0.381
O2 -0.731 0.932 -1.304  -0.650
N3 -2.132 -0.021 0.209  0.069
N4 -1.693 -1.290 0.075  -0.262
C10 -2.201 -2.185 0.806  -0.457
C11 -1.799 -3.622 0.708  0.534
C12 -1.277 -3.970 -0.682  -1.198
H4 -0.436 -3.334 -0.934  0.090
H5 -0.962 -5.010 -0.714  0.441
H6 -2.055 -3.817 -1.426  0.341
C13 -0.749 -3.921 1.785  -1.245
H7 -0.491 -4.976 1.769  0.370
H8 -1.127 -3.672 2.774  0.386
H9 0.151 -3.340 1.601  0.226
H10 -2.688 -4.228 0.923  0.315
H11 -2.958 -1.940 1.566  0.360
H12 -2.877 0.161 0.886  0.330
H13 -2.371 2.925 -1.166  0.501
H14 -3.481 2.065 -0.099  0.365
H15 -1.189 2.419 1.512  0.441
H16 -2.666 3.373 1.596  0.334
H17 -1.729 4.986 -0.041  0.404
H18 -0.758 4.848 1.432  0.419
H19 -0.078 3.400 -1.167  0.287
H20 0.627 4.935 -0.631  0.325
H21 1.114 1.717 -0.755  0.332
H22 3.685 -0.241 0.848  0.428
C14 3.725 -0.591 -1.943  -1.817
H23 4.061 0.406 -2.218  0.419
H24 4.551 -1.110 -1.460  0.361
H25 3.460 -1.130 -2.850  0.405
H26 1.698 -0.011 -1.516  0.006

The calculation puts the HOMO-LUMO gap at 9.34 eV. As for the spin multiplicity: 1. The energy relative to the best compared isomer or geometry (same formula, charge and spin) is 62.7 kcal per mole. The value obtained for the lowest unoccupied orbital energy is 0.59 eV. The charge is 0. The SMILES is CC(C)/C=N\NC(=O)CCCCC(=O)N/N=C/C(C)C. The electronic energy comes out at -918.53113 a.u.

=====

Question: Number 2 is which compound?
Answer: C12H16FN